{"formula": "C3H3BrFNO", "method": "ωB97M-V/def2-TZVPD", "homo_lumo_gap_ev": [6.22, 6.23], "homo_energy_ev": [-7.32, -7.32], "total_charge": 0, "e_above_lowest_kj_mol": 179.2, "symbols": ["F", "N", "C", "C", "C", "H", "Br", "O", "H", "H"], "coordinates": [[-2.496, -1.521, -0.049], [-0.640, 0.609, 0.084], [-2.937, -0.267, 0.090], [0.214, -0.324, -0.116], [-2.090, 0.772, 0.127], [-0.056, -1.337, -0.420], [-4.749, -0.059, 0.024], [-2.284, 1.984, 0.239], [-0.385, 1.652, 0.164], [1.262, -0.157, -0.134]], "atomic_forces_ev_per_a": [[0.505, -1.093, -0.116], [1.699, 0.167, -0.209], [0.373, 0.051, -0.124], [-0.920, -0.528, -0.684], [-0.113, 0.228, 0.099], [-0.558, 0.333, 0.551], [-0.724, 0.063, 0.059], [-0.930, 1.740, 0.042], [-0.016, -1.705, 0.219], [0.683, 0.745, 0.162]]}

---

{"formula": "C19H28CoN2P2", "method": "ωB97M-V/def2-TZVPD", "homo_lumo_gap_ev": [5.92, 5.58], "homo_energy_ev": [-8.61, -10.53], "total_charge": 1, "s2": 6.091, "multiplicity": 5, "symbols": ["H", "H", "C", "H", "H", "Co", "C", "C", "C", "H", "P", "C", "C", "H", "H", "C", "H", "H", "P", "H", "C", "H", "H", "H", "N", "C", "H", "H", "H", "H", "C", "H", "C", "N", "C", "H", "C", "H", "H", "H", "H", "C", "H", "H", "C", "H", "H", "C", "H", "C", "C", "C"], "coordinates": [[0.161, 2.259, 3.024], [-2.645, -0.011, 3.454], [-3.435, -1.579, -1.773], [-3.531, -2.883, -3.509], [3.627, 2.264, 0.997], [0.720, -0.886, 0.908], [-2.663, -0.694, -1.021], [0.984, 2.741, 0.041], [-1.532, -2.238, -3.087], [-0.069, 2.991, 0.247], [-1.480, -0.871, 1.545], [2.383, 2.018, -3.447], [3.244, 1.241, 1.038], [1.759, 3.013, 2.833], [-3.849, -0.667, 0.825], [2.053, 0.682, -3.491], [2.425, -0.013, -4.246], [1.616, 1.416, 3.578], [1.432, 1.264, 1.180], [-1.942, -3.261, 1.466], [-1.704, 0.228, 2.945], [3.649, 0.727, 1.914], [-0.350, -1.921, 0.513], [-1.592, -2.680, 3.137], [1.594, -1.744, 2.308], [1.095, 0.192, -2.584], [-0.888, 0.100, 3.663], [3.514, 0.699, 0.129], [1.286, -1.969, -2.706], [2.986, 2.428, -4.248], [-2.120, -2.457, 2.199], [2.575, -1.471, 2.262], [-1.416, -0.287, -1.632], [-0.968, 1.000, -1.558], [-0.743, -1.295, -2.383], [-1.044, -2.831, -3.868], [1.089, 2.311, -1.394], [-4.444, -1.795, -1.445], [1.648, 3.592, 0.279], [-2.867, 0.826, 0.490], [2.433, 3.740, -2.203], [0.356, 1.137, -1.807], [1.158, -1.419, 3.173], [-3.204, -2.355, 2.395], [1.211, 2.067, 2.802], [0.925, -1.204, -0.529], [-1.740, 1.267, 2.605], [-2.895, -2.275, -2.872], [1.456, -2.749, 2.182], [-2.892, -0.280, 0.416], [0.667, -1.154, -2.394], [1.966, 2.787, -2.352]], "atomic_forces_ev_per_a": [[0.142, 0.002, -0.068], [0.082, 0.203, 0.055], [0.184, -0.619, 0.317], [0.065, 0.043, 0.243], [0.125, -0.180, 0.053], [-3.219, 2.365, -1.558], [0.840, 0.148, -0.856], [-0.571, -0.393, -0.120], [1.430, 0.611, 0.320], [0.268, 0.045, 0.222], [-1.047, 0.270, -0.289], [-0.102, 0.624, -0.019], [-0.055, 0.068, -0.074], [-0.042, -0.089, -0.004], [0.564, 0.260, -0.216], [-0.836, -1.414, 0.711], [0.142, 0.322, 0.212], [-0.018, 0.014, 0.117], [0.121, 1.795, -0.713], [-0.131, 0.283, 0.353], [-0.629, 0.205, 0.798], [0.147, 0.058, -0.116], [1.126, -0.406, -0.748], [-0.197, -0.098, -0.221], [0.716, -1.520, 1.699], [0.622, 1.035, -0.436], [-0.101, 0.094, -0.044], [0.117, 0.091, 0.073], [0.322, -0.381, -0.101], [0.097, 0.190, 0.266], [-0.128, 0.061, -0.132], [-0.117, -0.475, 0.389], [-1.552, -0.343, 0.033], [1.171, -1.491, 2.491], [-1.640, -0.579, -0.383], [-0.259, 0.038, 0.422], [-0.433, -0.972, -0.929], [-0.044, -0.065, -0.015], [-0.331, -0.385, -0.027], [-0.052, -0.443, 0.063], [0.222, 0.447, 0.120], [0.584, 1.251, -0.060], [0.569, -0.401, 0.003], [0.539, -0.154, 0.033], [0.057, 0.028, 0.114], [0.336, -0.784, -0.835], [0.067, -0.169, 0.075], [-0.792, 0.278, 0.429], [0.470, 0.295, 0.480], [0.160, 0.354, -0.372], [0.068, -0.049, -1.844], [0.945, -0.067, 0.090]]}

---

{"formula": "C7H6N2O", "method": "ωB97M-V/def2-TZVPD", "homo_lumo_gap_ev": [7.47, 7.47], "homo_energy_ev": [-6.89, -6.89], "total_charge": 0, "e_above_lowest_kj_mol": 434.1, "symbols": ["O", "C", "N", "C", "H", "H", "H", "H", "N", "C", "C", "H", "H", "C", "C", "C"], "coordinates": [[-1.957, 1.101, 0.048], [3.131, -0.013, 0.858], [2.868, 0.000, -0.404], [-1.934, -1.157, -0.019], [0.959, 2.002, 0.485], [2.305, 0.025, 1.602], [1.055, -2.000, -0.375], [-3.755, 0.090, 0.229], [0.703, -1.058, -0.349], [-0.690, 0.696, -0.111], [-2.697, -0.027, 0.104], [0.745, 1.832, -1.255], [-2.277, -2.171, -0.012], [-0.617, -0.672, -0.158], [1.508, 0.046, -0.345], [0.653, 1.308, -0.298]], "atomic_forces_ev_per_a": [[0.070, 0.452, -0.029], [1.188, -0.129, 1.638], [-0.445, -0.030, -2.032], [-0.237, 0.242, 0.010], [0.201, -0.124, -0.010], [-0.791, 0.179, -0.075], [0.129, 0.066, -0.058], [-0.105, 0.137, 0.038], [0.846, 0.402, -0.222], [0.453, -1.531, -0.015], [-0.094, -0.830, -0.024], [0.118, 0.003, -0.053], [-0.199, -0.196, 0.025], [-0.526, 1.663, 0.145], [-0.290, -0.429, 0.736], [-0.318, 0.125, -0.075]]}

---

Number 1: E_tot -79454.0264 eV. Number 2: E_tot -79330.8888 eV. Number 3: E_tot -12378.8566 eV.